Entry 1:
60
Properties=species:S:1:pos:R:3:forces:R:3 method="wB97M-V/def2-TZVPD" max_force_ha_per_bohr=0.0328 homo_energy_ha=-0.70508 homo_lumo_gap_ev=4.690 spin_multiplicity=1 energy_ha=-2420.481334 charge=+4
N -1.534 -0.623 0.356 0.6 0.1 -0.2
H -0.448 4.169 0.111 0.0 0.0 0.0
H 3.552 1.999 3.337 0.0 0.0 0.0
H 2.848 -1.936 -1.608 0.0 0.0 0.0
H -3.385 2.061 1.140 -0.1 0.0 0.0
C 2.558 1.324 1.615 0.1 0.0 0.0
C 2.096 3.062 -0.594 0.0 0.1 -0.1
O -5.792 1.250 1.504 0.3 -0.4 0.4
Ru 0.151 -0.944 -0.770 -0.2 0.1 0.0
C 1.486 2.603 3.558 0.0 0.0 0.0
N -5.735 -0.126 3.312 0.2 -0.4 0.5
C 1.701 4.470 -0.126 0.0 0.0 0.0
H 1.927 4.606 0.933 0.0 0.0 0.0
C -2.098 -2.695 -3.925 0.1 0.0 0.0
C -5.232 0.433 2.221 -0.5 1.1 -1.1
H 2.183 0.382 2.027 0.0 0.0 0.0
H -2.419 1.008 -3.689 0.0 0.0 0.0
C 3.444 -5.442 -0.174 -0.1 0.0 0.1
H 0.690 3.097 2.995 0.0 0.0 0.0
C -2.372 0.037 -4.180 0.1 0.1 0.1
C 4.110 -3.681 -1.628 0.0 -0.1 0.0
H 1.756 -5.107 0.890 0.0 0.0 0.0
H 1.715 2.870 -1.600 0.0 0.0 0.0
C -3.467 -1.295 1.577 0.4 0.0 -0.2
H -1.336 -2.562 -4.692 0.0 0.0 0.0
H 1.098 1.664 3.958 0.0 0.0 0.0
C 4.334 -4.944 -1.106 0.0 0.1 -0.1
S 0.683 -2.683 0.389 0.0 0.3 -0.2
C -2.291 -1.584 0.901 -0.3 -0.3 0.1
H -3.083 -2.842 -4.377 0.0 0.0 0.0
H 1.720 3.246 4.405 0.0 0.0 0.0
H 0.044 4.748 -1.496 0.0 0.0 0.0
H 3.473 1.154 1.046 0.0 0.0 0.0
H 5.185 -5.542 -1.404 0.0 0.0 0.0
C 2.733 2.374 2.719 0.0 0.1 0.0
O 1.281 0.529 -0.578 0.0 -0.4 0.1
H 2.373 5.147 -0.660 0.0 0.0 0.0
H -5.180 -0.687 3.938 -0.1 0.0 0.0
C 3.003 -2.933 -1.212 0.0 0.1 0.0
H -4.057 -2.110 1.976 0.0 0.0 0.0
H -1.529 -0.032 -4.866 0.0 0.0 0.0
H 3.168 2.864 -0.561 0.0 0.0 0.0
H -6.655 0.159 3.625 0.0 0.0 -0.1
O -0.690 -1.027 -2.453 0.4 -0.3 0.1
H -1.877 -3.539 -3.274 0.0 0.0 0.0
C -1.920 0.665 0.467 -0.2 0.3 0.0
S 1.286 1.815 0.433 0.1 0.2 0.3
H 0.038 5.837 -0.117 0.0 0.0 0.0
H 3.100 3.307 2.289 0.0 0.0 0.0
H -1.286 1.418 0.012 -0.1 0.0 0.0
H -3.314 -0.151 -4.700 0.0 -0.1 0.0
N 2.386 -4.706 0.200 -0.1 0.0 0.0
C -3.876 0.028 1.679 -0.1 -0.3 0.4
H 3.545 -6.416 0.290 0.0 0.0 0.0
H 4.796 -3.264 -2.355 0.0 0.0 0.0
S -2.220 -1.225 -2.928 -0.6 0.0 -0.1
C 0.252 4.817 -0.427 0.0 0.0 0.0
C 2.133 -3.465 -0.291 0.1 -0.1 0.0
H -1.968 -2.610 0.781 0.0 0.0 0.0
C -3.085 1.022 1.106 0.3 -0.1 -0.1

=====

Entry 2:
15
Properties=species:S:1:pos:R:3:forces:R:3 method="wB97M-V/def2-TZVPD" max_force_ha_per_bohr=0.0221 homo_energy_ha=-0.37111 homo_lumo_gap_ev=10.757 smiles=N#C[C@@H](N)CCO spin_multiplicity=1 energy_ha=-341.943790
C -0.172 0.800 -0.237 -0.1 0.1 0.0
N -0.596 -0.104 2.020 -0.1 -0.2 0.0
H 0.236 -1.217 0.383 0.0 0.2 0.1
C 0.265 -0.216 0.842 0.1 0.0 -0.2
H 0.422 1.717 -0.175 -0.1 -0.2 0.0
C 1.667 0.023 1.242 0.9 0.1 0.2
H -0.316 -0.786 2.721 0.0 0.1 0.0
H 0.919 -0.145 -1.846 -0.2 0.0 0.0
H -0.951 -1.330 -2.506 0.0 0.1 0.2
H -1.539 -0.354 1.733 0.1 0.1 0.1
N 2.771 0.204 1.536 -1.1 -0.2 -0.3
H -0.357 0.978 -2.375 0.0 -0.1 0.1
H -1.212 1.085 -0.041 0.1 -0.1 0.0
C -0.103 0.207 -1.632 0.3 0.3 0.0
O -1.035 -0.863 -1.667 0.0 -0.2 -0.2

=====

Entry 3:
10
Properties=species:S:1:pos:R:3:forces:R:3 method="wB97M-V/def2-TZVPD" max_force_ha_per_bohr=0.0731 homo_energy_ha=-0.31002 homo_lumo_gap_ev=9.685 smiles=CNC spin_multiplicity=1 energy_ha=-135.113246
C 0.480 -0.760 -0.733 0.7 0.4 -3.7
H 0.021 -0.941 1.276 0.5 -0.5 -0.1
N -0.249 -0.535 0.401 -2.1 -1.7 1.7
H -0.132 -0.250 -1.559 0.9 -0.8 0.7
H 0.584 -1.812 -1.054 0.1 0.4 0.5
H -1.289 0.996 1.342 0.2 0.0 0.1
H 0.411 1.331 0.818 0.5 0.6 0.9
H 1.448 -0.209 -0.774 0.1 -0.5 0.1
H -0.762 1.375 -0.315 -0.6 -0.8 0.0
C -0.513 0.806 0.598 -0.2 2.9 0.0

=====

Entry 4:
78
Properties=species:S:1:pos:R:3:forces:R:3 method="wB97M-V/def2-TZVPD" max_force_ha_per_bohr=0.1140 homo_energy_ha=-0.28459 homo_lumo_gap_ev=6.927 spin_multiplicity=1 energy_ha=-2517.556883
H 14.346 -12.400 15.754 -0.6 -0.2 0.5
O 10.698 -10.137 7.173 1.7 -1.3 -1.3
H 19.100 -9.121 16.134 -0.6 0.1 -0.3
O 15.559 -14.011 16.205 0.2 -0.6 -0.5
O 18.837 -9.549 7.575 -1.1 1.8 3.4
H 23.717 -8.323 18.722 0.2 -0.2 0.0
N 13.865 -7.544 11.194 -4.9 -2.7 1.6
C 12.562 -10.864 5.257 -1.1 -0.3 2.9
C 21.537 -8.188 16.651 1.0 0.2 -0.9
H 20.895 -15.121 9.956 -0.9 -0.5 -0.2
H 16.645 -12.794 17.544 0.2 -0.1 -0.3
H 13.516 -7.545 12.142 -0.1 -0.3 -0.3
H 19.432 -7.610 15.124 -0.6 0.2 0.5
H 23.019 -6.793 18.541 -1.4 0.0 -0.3
H 13.492 -8.224 10.546 -0.1 0.4 -0.1
N 20.356 -10.508 6.299 2.7 -1.2 -0.5
H 24.531 -6.894 15.918 0.4 0.0 -0.4
H 13.218 -15.188 7.451 -0.3 -0.4 -0.1
C 14.291 -13.724 14.076 -0.7 -0.5 1.2
H 22.473 -13.876 9.984 -0.2 0.4 0.2
H 14.953 -7.243 9.099 0.2 0.4 -0.1
F 11.639 -10.461 4.405 0.2 0.1 -0.3
O 16.125 -11.041 10.923 0.1 0.6 0.2
C 15.135 -14.865 7.421 -0.9 -0.3 0.4
O 15.587 -6.434 12.025 -0.6 0.4 0.0
H 15.871 -15.367 5.671 0.9 0.2 0.1
O 15.188 -14.111 8.355 0.2 1.3 1.8
C 19.612 -8.674 15.282 1.0 0.4 -0.4
H 17.018 -11.393 10.912 1.3 -0.3 0.0
H 17.306 -10.261 5.862 0.0 -0.4 -0.1
H 16.245 -6.237 9.747 -0.2 -0.3 -0.1
H 13.141 -11.999 13.613 0.2 0.1 0.6
H 20.594 -11.229 5.634 -0.1 0.2 0.1
N 18.196 -10.738 5.833 -2.1 -1.5 -1.4
O 11.296 -12.541 7.111 2.0 2.7 -0.8
C 14.957 -14.788 13.219 0.5 -0.8 1.4
H 21.332 -8.595 17.641 -0.7 -0.9 -0.2
H 19.439 -9.124 14.305 -0.5 -0.4 0.3
F 13.519 -9.923 5.375 0.1 -0.6 -0.8
H 18.501 -11.203 4.990 -0.4 0.3 0.1
N 15.420 -6.804 9.880 2.1 0.5 -5.4
N 20.152 -14.459 10.128 -1.1 -4.0 -0.6
H 22.169 -12.223 10.533 0.5 -0.4 -0.1
N 16.130 -15.114 6.614 3.1 -0.3 -1.6
C 20.570 -13.326 10.606 -1.1 1.7 -1.6
H 15.918 -14.314 18.162 0.3 0.0 -0.1
C 19.094 -10.293 6.695 1.4 0.8 -1.8
H 19.173 -14.706 10.118 0.4 -0.1 0.2
H 23.148 -6.170 15.971 -0.3 0.5 -0.2
H 24.463 -6.892 18.022 0.8 -0.8 -0.9
H 15.545 -11.699 11.315 -1.2 -0.9 0.9
H 14.914 -12.946 17.827 -0.2 0.3 0.0
H 21.142 -10.064 6.753 -0.5 -0.1 0.2
F 13.030 -12.051 4.874 0.7 0.4 -0.6
H 12.993 -13.171 12.577 0.2 -0.4 -0.2
H 15.781 -12.353 14.945 1.0 -0.2 -0.2
H 21.157 -7.169 16.721 -0.2 0.3 -0.2
O 20.994 -8.837 15.467 2.0 0.1 1.8
H 23.696 -8.944 16.628 -0.7 -0.5 -1.2
C 23.085 -8.042 16.661 0.6 1.4 -0.8
H 16.989 -14.670 6.908 0.0 -0.1 -0.9
H 15.070 -15.632 13.899 0.5 -0.1 0.1
H 14.330 -15.255 12.460 -0.1 0.8 -0.4
N 13.674 -12.745 13.190 0.5 1.1 -0.5
C 14.947 -6.881 11.056 3.4 1.4 4.2
H 15.959 -14.527 12.879 -0.1 0.1 -0.4
C 15.799 -13.477 17.475 -0.5 -0.2 0.8
H 13.527 -14.248 14.650 -0.5 -0.3 -0.2
N 23.569 -7.026 15.640 -0.6 -1.3 0.4
H 15.842 -10.903 10.016 -0.4 0.3 -1.2
C 23.585 -7.536 17.979 -0.4 0.9 2.9
O 19.816 -12.430 10.918 -0.8 1.2 1.4
N 14.076 -15.592 7.102 -3.2 -0.6 0.3
O 12.842 -10.757 8.024 0.9 -0.8 -1.0
C 15.065 -13.089 15.311 -0.7 1.2 -2.5
H 14.025 -16.304 6.388 0.2 0.4 0.2
N 21.851 -13.161 10.334 2.9 1.7 0.8
S 11.814 -11.121 7.042 -4.0 -0.2 2.1

=====

Entry 5:
36
Properties=species:S:1:pos:R:3:forces:R:3 method="wB97M-V/def2-TZVPD" max_force_ha_per_bohr=0.0882 homo_energy_ha=-0.32487 homo_lumo_gap_ev=9.404 smiles="CC(C)C[C@@H](Sc1ccc(Br)cc1)C(=O)NCC#N" spin_multiplicity=1 energy_ha=-3700.628362
H -2.078 4.297 0.039 0.1 0.5 -0.1
C -0.036 -2.439 2.885 -0.1 1.2 0.2
C -0.899 0.433 -0.335 0.4 -0.8 -0.7
H -2.434 3.335 -2.912 0.6 -0.1 0.1
H -1.478 0.695 0.537 0.0 0.3 0.2
H -1.662 2.770 0.808 -0.7 0.5 -0.7
C -1.429 3.601 -2.523 -0.1 0.1 -0.7
C 0.568 0.480 0.101 1.2 -0.5 1.0
Br 1.870 -4.295 3.948 -0.1 0.2 -0.2
C 0.212 -3.299 0.254 -0.3 0.5 0.6
H -1.477 4.680 -2.356 0.2 -0.1 0.1
H -3.114 2.918 -0.283 0.8 0.0 -0.2
C -1.256 1.315 -1.533 1.1 0.7 0.3
C -0.621 -2.180 0.530 0.6 -0.7 0.6
C 0.850 -3.451 2.585 -0.4 -0.5 -0.5
H 0.326 -3.656 -0.766 0.0 0.1 0.1
H 1.217 -0.954 -1.199 0.4 0.1 0.3
C 2.921 -0.489 0.130 -2.6 0.3 0.5
H 2.808 -0.629 1.225 0.0 0.3 -0.5
H -0.656 3.414 -3.279 -0.4 0.1 -0.2
C 3.538 -1.689 -0.380 1.8 -3.6 -2.1
H -0.632 1.052 -2.381 0.2 -0.3 -0.2
H -2.273 1.109 -1.821 -0.6 0.0 -0.1
H -0.025 3.067 -1.000 -0.6 -0.2 0.1
C -1.075 2.833 -1.270 -1.3 -0.2 0.4
H 1.577 -4.742 1.034 0.4 -0.5 -0.1
N 1.525 -0.313 -0.471 0.6 -0.4 -0.7
H 3.548 0.372 -0.051 0.1 0.3 -0.1
H -1.377 -0.911 2.130 0.3 -0.6 -0.1
C -0.749 -1.776 1.865 0.1 -0.2 0.1
O 0.898 1.133 1.073 -0.4 0.8 0.3
C -2.055 3.236 -0.141 0.7 -1.0 1.2
S -1.398 -1.272 -0.795 0.2 -0.3 0.1
C 0.937 -3.927 1.276 -0.7 0.9 -0.3
H -0.107 -2.056 3.910 0.0 -0.3 -0.4
N 4.038 -2.659 -0.833 -1.7 3.2 1.6

=====

Entry 6:
175
Properties=species:S:1:pos:R:3:forces:R:3 method="wB97M-V/def2-TZVPD" max_force_ha_per_bohr=0.0574 homo_energy_ha=-0.34355 homo_lumo_gap_ev=10.951 spin_multiplicity=1 energy_ha=-5794.297579 charge=-1
C -0.238 -5.055 4.900 -0.6 -1.6 0.5
C -4.759 -2.205 2.012 0.1 -0.7 -1.1
C 1.330 -0.481 4.115 1.6 -1.5 -0.1
H 1.220 2.604 -3.599 0.3 0.2 -0.1
C 5.704 1.367 -5.451 0.0 1.4 0.7
H 4.240 6.085 1.566 -0.2 -0.3 -0.2
F 1.317 0.971 0.530 -0.9 -1.3 -0.3
H -4.152 -0.396 6.574 0.0 0.1 0.1
H -3.371 0.519 -3.678 0.5 -0.1 -0.2
C 4.164 -0.684 -5.208 1.2 -0.4 1.1
N -5.025 2.878 -0.146 -0.3 0.3 -0.3
H 0.581 1.281 3.032 -0.3 -0.3 0.1
H 3.193 4.955 2.514 0.2 -0.1 -0.1
H -4.827 2.717 -2.902 -0.1 -0.1 0.0
C -3.083 1.542 1.056 -0.4 0.7 -0.8
N 3.575 2.013 2.970 -1.7 -0.6 0.7
C 3.203 3.325 -0.879 -0.3 -1.0 0.1
H 5.168 -2.920 3.325 0.3 -0.2 -0.1
H 2.463 -0.366 6.026 0.1 0.6 -0.1
H -0.834 -3.752 1.998 -0.2 -0.3 -0.2
C -0.879 6.237 0.906 0.1 0.5 -1.5
H -0.173 -1.834 -5.012 0.3 -0.2 0.2
H -2.749 -1.459 4.717 0.4 0.2 0.2
C -4.854 -0.935 -3.218 0.4 -0.3 -0.1
H -0.515 -5.530 2.391 -0.7 0.2 -0.1
C -4.178 2.296 0.360 0.9 -0.8 0.8
H -3.133 4.783 -4.346 0.4 -0.3 -0.3
H -2.146 -3.317 -0.072 -0.1 0.0 -0.1
H 5.034 6.326 3.853 0.1 0.0 -0.3
C 2.703 -3.515 -2.855 1.1 0.1 -0.8
C 4.792 -2.765 0.414 -1.2 1.3 0.4
H -3.243 0.481 0.863 0.1 0.0 0.1
H -1.404 4.369 1.748 0.0 -0.4 -0.1
H -2.340 0.126 8.270 0.1 -0.1 0.1
H 2.547 -1.891 5.398 -0.3 -0.3 -0.6
H 4.821 0.308 -6.965 0.0 0.2 -0.2
H 3.529 -1.779 2.024 -0.3 -0.6 -0.5
C -2.330 -2.661 -2.889 -0.1 -0.8 -0.5
C 4.026 6.657 3.603 -0.2 -0.1 -0.1
C -1.487 2.477 -4.322 -0.9 0.3 0.5
C -2.147 -0.328 7.298 0.3 -0.5 0.1
F -0.677 -1.850 -0.556 1.3 1.8 0.8
H 2.407 0.136 -5.957 -0.4 0.3 0.0
C 0.088 -2.590 -5.752 -0.8 0.8 -1.2
C -3.376 -1.121 6.820 0.2 -0.3 -0.4
H -4.190 1.573 4.363 0.1 0.0 0.1
N -1.058 1.847 -5.167 0.5 -0.7 -1.0
H 1.707 -5.148 2.879 0.3 0.0 -0.1
C -4.573 3.265 -3.810 0.0 -1.1 -0.2
H 4.139 -2.355 -0.357 -0.1 -0.7 -0.5
H -1.372 -3.701 -8.672 0.0 0.0 -0.1
H 6.460 -2.226 2.240 0.3 -0.5 0.4
H -2.350 -0.953 -1.791 -0.1 0.3 -0.1
H -2.155 1.837 0.566 0.0 -0.2 -0.1
H 2.596 6.527 2.001 -0.1 0.0 0.0
H -5.025 -0.599 -2.196 0.0 0.0 0.1
H -3.660 -2.594 -0.603 -0.1 -0.1 -0.1
H -1.253 3.915 -2.944 0.0 0.2 0.2
C -0.135 -4.588 1.994 1.4 -0.1 0.6
H -3.115 2.986 2.574 0.0 0.0 0.5
H 3.490 2.628 -2.886 0.2 -0.4 0.0
N -2.369 -3.812 -2.958 0.1 0.5 0.1
H 3.936 -1.618 -5.723 0.4 -0.1 0.0
F 1.342 -0.582 -1.485 -1.1 0.2 1.8
N 0.104 -1.767 7.463 -2.4 1.5 -0.2
N 3.711 -3.428 -3.409 -0.3 -0.1 0.2
H 0.010 -5.124 -4.010 -0.1 0.2 0.2
N 4.209 -5.285 0.969 0.5 2.0 -0.5
H -2.740 -1.677 1.415 0.2 0.1 0.6
H 0.256 -4.836 1.007 -0.3 0.4 -0.2
C 1.070 -4.265 2.906 -0.1 -0.8 -0.3
C -3.308 4.063 -3.547 -0.9 0.6 0.0
C -2.305 6.697 0.436 0.6 -0.3 1.4
H 0.207 -6.674 -3.310 0.3 -0.1 0.2
C -3.141 -1.988 5.585 -0.4 -0.1 -0.2
C -3.006 1.903 2.531 -0.9 -0.8 0.6
H 2.958 0.983 -4.501 0.0 0.0 0.0
H -5.440 -3.039 1.845 0.0 -0.2 0.0
C -3.336 -2.585 1.513 -0.5 1.2 1.6
H 3.618 6.920 5.676 -0.2 -0.4 0.3
H 1.644 -5.612 -1.440 -0.1 -0.1 0.1
H 1.599 -3.044 -1.224 0.0 -0.5 0.4
C 4.533 -1.776 1.600 0.0 -0.3 0.8
H -4.841 -1.980 3.076 0.4 0.2 -0.1
H 3.492 -0.663 4.582 -0.1 0.2 0.0
H -2.029 1.612 2.918 0.1 0.2 -0.1
C 1.386 2.779 -2.536 -0.1 -0.9 0.0
C -4.090 1.139 3.368 0.6 1.0 -0.5
H -2.019 0.516 6.619 0.4 -0.1 -0.2
H 0.310 -3.610 -8.147 0.0 0.1 -0.1
C -0.881 -1.134 7.392 1.3 -0.8 0.0
H -2.907 -3.242 2.269 0.3 0.1 0.0
C 3.208 6.320 4.863 0.2 0.4 -0.9
H 1.672 -3.427 2.554 -0.2 0.1 0.0
F -0.805 0.670 -0.842 1.0 -0.8 0.6
H -0.543 6.795 1.781 -0.5 -0.3 0.4
H 1.619 -5.776 -3.929 0.1 -0.2 0.0
C -0.683 4.728 1.014 0.1 0.3 0.6
C -3.782 -4.554 0.182 -1.3 -2.6 -0.5
C 0.685 -4.046 4.366 -0.6 0.7 -0.1
C 2.530 -0.857 5.055 -0.8 0.0 0.2
C 2.863 0.006 -4.976 -0.5 0.5 -0.6
C 4.476 -4.181 0.707 -0.4 -1.1 0.4
H -1.332 -0.880 -3.214 0.1 0.1 0.1
H -5.643 -0.511 -3.839 0.2 0.3 -0.1
H 3.344 5.245 4.984 -0.1 0.0 0.6
H -0.747 4.167 0.081 -0.5 0.2 -0.2
H 4.069 7.726 3.392 0.0 0.1 0.4
C 0.906 -5.060 -2.022 0.2 1.1 -0.1
H 0.952 -2.249 -6.322 0.4 0.0 0.4
N 3.380 5.902 -1.477 -0.2 -2.5 0.6
C -0.808 -5.108 -7.244 0.2 1.2 -0.6
H -0.054 -5.084 -1.505 0.1 0.4 0.3
C 1.286 0.983 3.808 0.3 1.2 0.3
H 4.614 -0.917 -4.242 -0.1 -0.5 0.0
H -3.264 -0.983 -4.692 -0.2 0.5 -0.3
H -2.137 2.555 -2.375 -0.5 0.0 0.1
H -0.212 6.635 0.141 0.2 -0.1 -0.3
H 0.279 -3.569 -5.313 0.0 0.2 0.1
H -1.281 -1.793 -7.375 0.2 0.4 0.5
C 5.496 -2.071 2.726 0.5 0.5 0.0
H 0.377 -0.772 4.556 0.0 -0.1 -0.1
H 0.642 2.133 -2.071 0.0 0.1 0.3
H 0.316 4.488 1.377 0.1 0.2 0.3
C 5.233 0.087 -5.980 -0.1 0.4 -1.1
H -5.477 3.791 -4.117 0.3 0.6 0.2
N -4.033 6.398 2.429 1.4 0.1 -1.6
C 1.453 -3.583 -2.160 -1.2 -0.4 0.7
H 4.615 -0.726 1.319 0.4 -0.1 -0.7
H -2.626 6.166 -0.460 -0.1 -0.1 0.1
N 0.684 6.843 4.577 -2.4 0.5 -0.4
N -4.238 -5.633 0.205 1.0 2.5 0.1
H 1.576 -3.864 4.965 -0.2 -0.4 0.3
H -4.436 2.528 -4.602 0.2 -0.2 -0.1
H 5.809 -2.640 0.043 0.0 -0.3 0.2
H -1.961 -2.985 -6.239 -0.3 0.1 -0.2
H -4.112 -2.338 5.234 -0.1 -0.2 0.1
H 0.981 1.406 4.764 0.1 0.8 -0.1
H -5.027 -2.011 -3.256 0.2 -0.1 0.1
C 1.785 6.613 4.692 2.4 -0.5 0.5
C 2.568 1.582 3.368 1.4 0.3 -0.4
H -5.156 -1.392 1.405 -0.1 0.3 0.2
C -3.279 6.511 1.546 -1.2 -0.1 0.8
H 6.161 -0.434 -6.216 -0.2 -0.7 0.3
N -1.005 -5.859 5.247 1.2 1.4 -0.5
C 3.482 5.993 2.344 0.2 0.3 0.1
H 5.659 -1.220 3.387 -0.3 0.1 0.1
C 0.685 -5.696 -3.374 0.0 -0.1 -0.7
H 0.761 -2.896 -2.646 -0.3 -0.3 -0.4
C 2.813 2.380 -2.068 -0.5 2.1 -0.4
H 0.077 -3.146 4.454 0.1 0.4 -0.1
H -3.568 4.720 -2.718 0.4 -0.1 0.4
H 2.859 1.318 -1.825 0.1 0.3 0.2
C -2.306 -1.209 -2.850 -0.3 0.4 0.3
H 2.420 3.192 -0.133 -0.1 0.3 0.2
H 1.503 -1.021 3.184 -0.4 -0.2 0.0
F 1.382 -1.626 0.895 -1.1 1.6 -1.1
N -0.874 -6.168 -6.828 -0.1 -0.9 0.4
F -0.711 -0.286 1.470 1.0 -0.1 -1.1
C -3.423 -0.570 -3.696 -0.9 -0.8 0.4
N 6.081 2.402 -5.088 -0.4 -1.3 -0.4
As 0.333 -0.419 0.018 -0.1 -1.3 -0.6
H -2.533 -2.870 5.787 0.1 0.1 0.0
H -3.820 0.087 3.461 -0.1 0.0 -0.1
H -2.253 7.762 0.210 -0.2 0.0 0.0
H 4.098 2.963 -0.373 0.3 0.3 -0.2
H -5.062 1.243 2.885 -0.1 -0.2 0.0
C -0.716 -3.738 -7.802 -0.1 -1.2 -0.2
H -3.784 -1.770 7.595 0.2 0.1 0.2
C -3.203 -3.210 0.171 -0.2 -0.9 -0.4
H 1.121 3.810 -2.302 0.2 0.1 -0.1
H 2.187 -0.617 -4.390 0.1 0.0 0.1
C 3.315 4.763 -1.214 0.1 1.7 -0.6
C -1.067 -2.686 -6.787 0.3 -0.3 0.9
C -2.058 3.236 -3.223 0.5 0.7 0.2

=====

Entry 7:
14
Properties=species:S:1:pos:R:3:forces:R:3 method="wB97M-V/def2-TZVPD" max_force_ha_per_bohr=0.1426 homo_energy_ha=-0.26183 homo_lumo_gap_ev=5.783 spin_multiplicity=1 energy_ha=-415.639558
C 0.116 1.703 0.761 -0.4 -3.4 -0.1
H 1.893 -1.256 -0.987 -4.6 -0.3 -0.4
H -1.937 1.890 1.283 -0.8 -1.1 -1.1
H -1.929 -2.069 -0.452 -1.4 4.2 -0.1
H 0.493 -1.525 -2.255 0.5 1.0 4.7
N 0.066 -0.342 -0.312 -1.7 -1.3 -2.7
N 0.695 -1.470 -1.039 2.1 0.5 -2.9
O -2.353 -0.555 -0.585 1.2 -4.6 -0.5
H 0.512 2.396 1.568 -0.5 -1.1 -1.4
C -1.318 1.232 0.654 3.2 2.9 0.9
H 2.137 -1.085 0.737 0.3 5.4 -0.3
O 2.144 0.389 0.540 -0.4 -6.1 -0.4
C 0.824 0.552 0.222 1.8 5.8 4.1
C -1.343 0.142 -0.136 0.8 -1.9 0.4